A 2-piece molecular cluster, C6H14 overall. Source: OMol25; level of theory: ωB97M-V/def2-TZVPD.

multiplicity: 1
HOMO: -9.565 eV
E_LUMO: 1.0 eV
structure (SMILES): C=CC.CCC

Structure (XYZ):
```
20
Properties=species:S:1:pos:R:3:nbo_charge:R:1
C -1.36934 1.70984 1.81735 -0.611
C -2.22229 2.36451 0.72355 -0.404
C -3.36323 1.42648 0.32402 -0.607
H -0.36038 2.11062 1.92682 0.208
H -1.37999 0.61928 1.77014 0.203
H -1.79132 1.87374 2.82069 0.200
H -1.56977 2.45198 -0.14452 0.197
H -2.60078 3.32280 1.06799 0.202
H -3.76146 0.89287 1.19207 0.198
H -4.23482 1.99161 -0.00960 0.208
H -3.06086 0.67433 -0.39758 0.206
C 2.14043 -1.31211 -1.30437 -0.653
C 3.42787 -2.03650 -1.06699 -0.171
C 3.51228 -3.35497 -1.18815 -0.402
H 2.19663 -0.39113 -1.88604 0.214
H 1.44186 -1.94949 -1.86048 0.208
H 1.60325 -1.13722 -0.36993 0.222
H 4.30897 -1.43211 -0.87368 0.197
H 4.37774 -3.92252 -0.87571 0.198
H 2.70521 -3.90200 -1.66559 0.187
```

=====

The molecule C22H22FNO3S. Source: OMol25; level of theory: ωB97M-V/def2-TZVPD.

multiplicity: 1
HOMO: -9.193 eV
E_LUMO: -0.1 eV
structure (SMILES): O=C1C=C2CCN(S(=O)(=O)c3ccc(F)cc3)C[C@]2(Cc2ccccc2)CC1

Structure (XYZ):
```
50
Properties=species:S:1:pos:R:3:nbo_charge:R:1
O 0.20214 4.23525 3.37411 -0.513
O 3.23423 -2.78728 -0.85727 -0.920
O 0.86273 -3.20295 -1.14342 -0.930
F 1.26866 1.43050 -5.73242 -0.315
C 0.22435 3.42311 2.49493 0.530
C 1.24352 2.34749 2.41959 -0.328
C 1.18419 1.06180 1.90504 0.124
C -4.56905 -1.55201 0.27898 -0.214
C -3.46437 -2.43752 0.10588 -0.220
C -4.51395 -0.46503 1.06279 -0.216
C 0.48343 -0.49003 -4.53751 -0.282
C 2.61851 0.62139 -3.97812 -0.273
C -2.32062 -2.07986 0.72050 -0.222
C -3.32482 -0.08913 1.69783 -0.210
C 0.66673 -1.37630 -3.49040 -0.174
C 2.87313 -0.25214 -2.95368 -0.172
C 1.43497 0.51038 -4.74645 0.422
C -2.16875 -0.84714 1.44420 -0.016
C 1.80728 -1.19688 -2.65525 -0.323
N 1.57399 -1.09688 0.20116 -0.639
C 2.47006 0.24547 2.10156 -0.446
C -1.05786 2.89608 1.96686 -0.508
C -0.85259 -0.39637 2.14531 -0.433
C 2.78440 -0.61523 0.81766 -0.216
C 0.43242 -0.18659 -0.09040 -0.246
C -0.92806 1.81360 0.75833 -0.407
C -0.06516 0.52706 1.16999 -0.080
S 1.91071 -2.21699 -1.15755 2.239
H 2.16970 2.81938 2.87859 0.215
H -5.51263 -1.74727 -0.16510 0.214
H -3.35707 -3.35064 -0.60883 0.235
H -5.25585 0.31932 1.07249 0.216
H -0.33662 -0.72940 -5.28985 0.251
H 3.35571 1.41482 -4.20902 0.244
H -1.34726 -2.63736 0.72036 0.230
H -3.17717 0.80643 2.32068 0.210
H -0.01360 -2.04806 -3.04298 0.259
H 3.75268 -0.15832 -2.37195 0.241
H 2.24905 -0.56117 2.83087 0.224
H 3.29565 0.90779 2.37764 0.237
H -1.65957 2.41165 2.82470 0.237
H -1.67050 3.77138 1.61784 0.239
H -1.08708 0.11913 3.11688 0.227
H -0.20341 -1.20595 2.49850 0.232
H 3.38113 -0.09003 0.10737 0.166
H 3.44333 -1.40538 1.14247 0.235
H -0.48698 -0.66101 -0.43535 0.241
H 0.78790 0.47682 -0.85051 0.191
H -1.88334 1.47900 0.26067 0.234
H -0.45426 2.24508 -0.11771 0.210
```

=====

C32H47CdN10P as an isolated structure. Source: OMol25; level of theory: ωB97M-V/def2-TZVPD.

multiplicity: 1
HOMO (spin up / spin down): -6.998 / -6.995 eV
E_LUMO (spin up / spin down): -0.9 / -0.9 eV

Structure (XYZ):
```
91
Properties=species:S:1:pos:R:3:mulliken_charge:R:1
Cd 0.83128 0.06213 1.43977 2.450
C -0.30282 -5.37622 -0.68463 -0.551
C -1.37267 -4.63828 -0.19733 -0.885
C -1.16239 -3.60624 0.70500 0.307
C 0.12940 -3.28531 1.12563 -1.040
C 1.20009 -4.03068 0.62928 0.411
C 0.98275 -5.07048 -0.26062 -0.825
N 0.33902 -2.21809 2.01384 0.157
C 0.51783 -2.43829 3.29241 0.656
C 0.53974 -3.75328 3.88225 -0.821
C 0.69039 -3.92496 5.21910 -0.650
C 0.85105 -2.81898 6.10270 -0.747
C 0.83383 -1.55766 5.60673 -0.832
C 0.65824 -1.31885 4.21220 0.181
N 0.51866 -0.09060 3.69652 1.023
N 0.44935 0.90670 4.49755 -1.246
C 0.25643 2.13210 3.88627 -0.311
C -0.08752 3.20896 4.71597 -0.471
C -0.31152 4.44522 4.15095 -0.465
C -0.17033 4.60006 2.77430 -0.792
C 0.18919 3.49110 2.03111 -0.541
N 0.39270 2.28918 2.56211 0.288
H -0.46861 -6.18199 -1.38811 0.430
H -2.38104 -4.87676 -0.51333 0.420
H -2.00090 -3.05150 1.10888 0.427
H 2.20273 -3.78753 0.96021 0.431
H 1.82391 -5.64251 -0.63300 0.403
H 0.43263 -4.60611 3.22574 0.411
H 0.69028 -4.92667 5.63198 0.397
H 0.97881 -2.99101 7.16297 0.376
H 0.95248 -0.69362 6.24463 0.457
H -0.18921 3.03369 5.77767 0.509
H -0.59328 5.28746 4.76966 0.397
H -0.33174 5.55368 2.29212 0.477
H 0.33801 3.55887 0.95828 0.348
N 1.15115 0.41386 -0.52018 -0.794
P -0.03859 0.57213 -1.47716 -0.124
N -1.57831 0.98274 -0.88267 1.004
C -2.05141 0.25769 0.30076 -0.059
C -3.54192 0.47029 0.52778 -1.187
C -3.84018 1.96756 0.63198 -0.730
C -3.24239 2.74437 -0.56759 -0.751
C -2.58470 1.78892 -1.56141 -0.990
N 0.14492 1.82012 -2.63760 -0.070
C 0.32602 3.15132 -2.02593 -0.042
C 1.79902 3.50179 -1.83634 -0.551
C 2.49759 3.59522 -3.20435 -0.792
C 1.74710 2.77052 -4.26101 -1.084
C 1.15970 1.49924 -3.66332 -0.057
N -0.29467 -0.76638 -2.46900 0.963
C 0.57633 -1.92775 -2.35765 0.002
C 0.90920 -2.49045 -3.73650 -0.971
C -0.38664 -2.85209 -4.46365 -0.710
C -1.28928 -1.62167 -4.54462 -0.799
C -1.54157 -1.04009 -3.15341 -0.413
H -1.54048 0.62406 1.20671 -0.316
H -1.82998 -0.81259 0.20712 -0.294
H -3.83964 -0.03951 1.44573 0.481
H -4.11129 0.02347 -0.28896 0.430
H -3.40496 2.34302 1.56162 0.323
H -4.91813 2.12470 0.69574 0.402
H -2.48473 3.44721 -0.21435 0.100
H -4.01235 3.32526 -1.08007 0.488
H -2.10370 2.33350 -2.36846 0.533
H -3.36135 1.15994 -2.01578 0.523
H -0.18298 3.14501 -1.06159 -0.597
H -0.15983 3.90758 -2.65526 0.397
H 2.23673 2.70842 -1.22849 0.141
H 1.89666 4.44391 -1.29034 0.537
H 3.52417 3.23306 -3.11533 0.353
H 2.55076 4.63550 -3.53421 0.313
H 2.41709 2.50446 -5.08014 0.453
H 0.93454 3.36337 -4.68889 0.336
H 1.97373 0.89506 -3.23775 0.310
H 0.68380 0.90812 -4.44786 0.028
H 0.07703 -2.71760 -1.78284 -0.417
H 1.46971 -1.62408 -1.81422 0.563
H 1.54651 -3.37171 -3.62475 0.367
H 1.45502 -1.74217 -4.31893 0.307
H -0.89980 -3.64631 -3.91039 0.241
H -0.17771 -3.23116 -5.46708 0.434
H -2.24714 -1.87304 -5.00760 0.388
H -0.80429 -0.86239 -5.16510 0.255
H -2.14068 -1.76216 -2.57328 0.270
H -2.11036 -0.11502 -3.24186 0.188
N 3.63199 1.44062 2.10864 -0.466
N 3.37897 0.04170 1.95811 -0.592
H 4.59560 1.62371 2.35984 0.275
H 3.03814 1.79521 2.84547 0.135
H 3.83465 -0.51332 2.67404 0.224
H 3.73616 -0.23661 1.05360 0.259
```

=====

ΔE to the lowest compared entry with this formula, charge and spin readings, ordered: 144.3 117.1 26.4 kJ/mol
Molar mass readings, ordered: 86.18 399.49 715.18 g mol⁻¹